Model A:
The following is a DFT calculation (ωB97M-V with the def2-TZVPD basis set) of C23H31N3O4S in the gas phase.

2S+1 ... 1
Gap between HOMO and LUMO ... 8.59 eV
SMILES string ... COc1ccc(NC(=O)CCN2CCN(S(=O)(=O)c3ccc(C(C)C)cc3)CC2)cc1
Net charge ... 0

Each line ends with the Löwdin charge.
Positions of all 62 atoms, in Å:
S  -2.594  -0.294  -1.400  0.6803
O  -1.693  0.805  -1.165  -0.2915
O  -2.688  -0.803  -2.738  -0.2797
O  10.088  1.506  -0.502  -0.0899
O  4.492  -1.515  1.164  0.0770
N  -2.305  -1.605  -0.386  -0.2325
N  0.369  -2.016  0.471  -0.1714
N  4.705  0.138  -0.393  0.1171
C  -0.006  -2.274  -0.906  -0.1716
C  -8.167  1.338  2.081  -0.0634
C  -0.390  -0.897  1.002  -0.1743
C  -8.150  1.151  0.562  -0.3897
C  6.075  0.433  -0.364  -0.2274
C  2.527  -0.780  -0.021  -0.0864
C  4.007  -0.781  0.333  -0.4612
C  -4.431  1.370  -0.184  -0.0456
C  -5.700  1.688  0.266  -0.0172
C  6.975  -0.224  0.464  -0.0047
C  -8.674  2.402  -0.147  -0.0624
C  -6.762  0.808  0.079  -0.2035
C  11.048  0.872  0.308  -0.0945
C  8.319  0.108  0.444  -0.0138
C  8.789  1.104  -0.403  -0.2834
C  -4.221  0.165  -0.823  -0.2817
C  -1.883  -1.234  0.948  -0.1707
C  -1.485  -2.657  -0.949  -0.1769
C  -5.257  -0.726  -1.021  -0.0450
C  -6.524  -0.400  -0.570  -0.0096
C  6.546  1.434  -1.214  -0.0251
C  1.795  -1.926  0.695  -0.1895
C  7.882  1.765  -1.234  -0.0058
H  -1.656  -3.565  -0.365  0.1314
H  8.253  2.537  -1.889  0.1176
H  -9.699  2.601  0.157  0.0779
H  -2.098  -2.079  1.609  0.1315
H  10.837  1.019  1.372  0.0949
H  -1.815  -2.805  -1.977  0.1122
H  -7.552  2.185  2.375  0.0747
H  1.960  -1.827  1.771  0.1251
H  11.998  1.343  0.062  0.0917
H  -8.813  0.315  0.315  0.1307
H  -2.479  -0.373  1.256  0.1178
H  5.857  1.954  -1.864  0.1106
H  0.603  -3.097  -1.288  0.1302
H  -9.183  1.518  2.423  0.0779
H  -8.653  2.262  -1.225  0.0834
H  11.110  -0.200  0.094  0.0949
H  4.176  0.696  -1.049  0.1413
H  -5.056  -1.654  -1.531  0.1179
H  -5.863  2.632  0.764  0.1144
H  -0.091  -0.732  2.039  0.1302
H  2.418  -0.881  -1.103  0.1193
H  -3.598  2.044  -0.055  0.1140
H  2.240  -2.875  0.383  0.1274
H  -8.068  3.270  0.099  0.0754
H  -0.232  0.029  0.428  0.1042
H  -7.340  -1.091  -0.724  0.1151
H  6.623  -0.997  1.125  0.1001
H  0.130  -1.391  -1.555  0.1225
H  8.989  -0.424  1.101  0.1036
H  2.100  0.181  0.277  0.1235
H  -7.787  0.448  2.577  0.0826

***

Model B:
The following is a DFT calculation (ωB97M-V with the def2-TZVPD basis set) of C23H31N3O4S in the gas phase.

2S+1 ... 1
Gap between HOMO and LUMO ... 8.98 eV
SMILES string ... CCN(CC)S(=O)(=O)c1ccc(N2CCOCC2)c(NC(=O)c2cc(C)cc(C)c2)c1
Net charge ... 0

Each line ends with the Löwdin charge.
Positions of all 62 atoms, in Å:
S  -2.718  -1.050  1.411  0.6736
O  -2.962  0.272  1.928  -0.2864
O  2.599  2.637  2.719  0.0897
O  -3.194  -2.166  2.174  -0.2725
O  5.872  -1.251  -0.308  -0.1255
N  3.142  -1.354  0.366  -0.0964
N  2.101  0.491  2.264  0.1430
N  -3.286  -1.219  -0.152  -0.2661
C  3.582  -1.789  -0.942  -0.1462
C  -0.957  -1.218  1.146  -0.2524
C  -4.563  -1.893  -0.284  -0.2512
C  -0.200  2.754  1.248  0.0137
C  0.892  -2.207  0.007  0.0063
C  1.022  2.169  0.959  -0.1450
C  -0.785  2.645  -1.066  -0.0197
C  -5.739  -1.097  0.278  -0.0707
C  0.797  1.717  -2.787  -0.0440
C  -2.487  3.497  0.582  -0.0381
C  5.431  -0.857  0.972  -0.1824
C  -0.469  -2.128  0.229  -0.0525
C  0.448  2.086  -1.376  -0.2529
C  1.276  -0.469  1.633  -0.1700
C  1.345  1.834  -0.349  0.0140
C  -3.023  -0.072  -0.995  -0.2563
C  -2.436  -0.489  -2.340  -0.0582
C  -0.092  -0.414  1.858  0.0180
C  4.873  -1.027  -1.273  -0.1894
C  1.970  1.836  2.064  -0.4384
C  -1.128  2.975  0.238  -0.2624
C  4.162  -1.619  1.361  -0.1256
C  1.794  -1.378  0.687  -0.1638
H  2.725  0.217  3.010  0.1464
H  -2.414  4.368  1.231  0.0842
H  -6.649  -1.688  0.215  0.0768
H  1.835  1.961  -3.003  0.0793
H  -1.497  2.827  -1.860  0.1171
H  2.822  -1.544  -1.685  0.1245
H  -1.159  -2.764  -0.302  0.1186
H  0.666  0.644  -2.935  0.0733
H  3.827  -1.323  2.352  0.1122
H  2.301  1.380  -0.566  0.1201
H  6.248  -1.082  1.658  0.1284
H  -4.717  -2.123  -1.342  0.1188
H  -5.541  -0.857  1.319  0.0695
H  -0.502  0.294  2.561  0.1287
H  -3.046  3.765  -0.311  0.0778
H  -5.888  -0.171  -0.272  0.0678
H  1.269  -2.919  -0.710  0.1111
H  -3.931  0.520  -1.150  0.1224
H  -1.507  -1.031  -2.189  0.0628
H  0.160  2.239  -3.496  0.0769
H  -2.304  0.552  -0.460  0.0869
H  -3.032  2.721  1.122  0.0693
H  -0.443  3.015  2.267  0.1363
H  -3.129  -1.129  -2.880  0.0699
H  -4.463  -2.826  0.272  0.1099
H  5.286  -1.364  -2.225  0.1277
H  5.225  0.223  0.986  0.1305
H  3.788  -2.871  -0.968  0.1327
H  4.390  -2.698  1.382  0.1361
H  -2.235  0.393  -2.941  0.0676
H  4.647  0.049  -1.333  0.1242

***

model B comes first in stability; the runner-up is 0.085 eV higher.

***

Model A:
The following is a DFT calculation (ωB97M-V with the def2-TZVPD basis set) of 2 unconnected molecules or ions with the total composition C3H6INO.

2S+1 ... 1
Gap between HOMO and LUMO (alpha / beta) ... 8.15 / 8.41 eV
Net charge ... 0

Each line ends with the Löwdin charge.
Positions of all 12 atoms, in Å:
I  3.315  0.812  0.566  0.6791
O  -0.412  0.513  -0.704  -0.1279
N  -0.696  -0.844  1.268  0.1438
C  -1.730  1.019  -0.769  -0.0478
C  -0.133  -0.283  0.308  -0.3089
C  2.487  -1.029  0.099  -0.6121
H  -1.577  -0.634  1.520  -0.0071
H  2.629  -1.881  0.839  0.0042
H  -2.349  0.124  -0.554  0.1002
H  1.945  -0.997  -0.897  -0.0252
H  -1.778  1.429  -1.746  0.0821
H  -1.701  1.769  0.071  0.1196

***

Model B:
The following is a DFT calculation (ωB97M-V with the def2-TZVPD basis set) of 2 unconnected molecules or ions with the total composition C3H6INO.

2S+1 ... 1
Gap between HOMO and LUMO (alpha / beta) ... 7.47 / 7.90 eV
Net charge ... 0

Each line ends with the Löwdin charge.
Positions of all 12 atoms, in Å:
I  3.045  -0.406  0.173  0.9096
O  1.738  2.237  0.021  0.0044
N  -0.322  0.128  -0.559  -0.1841
C  -1.221  0.745  0.374  -0.1718
C  -0.169  -1.265  -0.456  -0.2694
C  1.663  1.074  -0.104  -0.7601
H  0.620  -1.747  -1.181  0.0817
H  -0.862  1.746  0.578  0.0618
H  -2.259  0.690  -0.166  0.1169
H  0.261  -1.553  0.565  0.0587
H  -1.139  -1.717  -0.510  0.0709
H  -1.354  0.068  1.265  0.0814

***

model B comes first in stability; the runner-up is 1.757 eV higher.